A structure of composition C25H20N5O2Sr. Source: the OMol25 dataset; level of theory: wB97M-V/def2-TZVPD.

The geometry in XYZ format:
```
53
Properties=species:S:1:pos:R:3:lowdin_charge:R:1
Sr 0.46329 1.82557 0.30887 1.641
C -1.51088 -2.50663 -6.15054 -0.078
O -2.36804 -3.07330 -5.17581 -0.077
C -1.79762 -3.63430 -4.08184 -0.284
C -2.67144 -4.26930 -3.19908 0.007
C -2.17959 -4.89035 -2.07199 -0.031
C -0.82073 -4.83478 -1.76807 -0.280
C 0.05089 -4.22631 -2.65819 -0.015
C -0.43118 -3.63348 -3.81979 -0.010
N -0.40792 -5.56648 -0.60016 0.080
N 0.33827 -5.09375 0.26940 0.082
C 0.71984 -3.70579 0.27563 -0.241
C 2.04504 -3.38363 0.20658 -0.019
C 2.47660 -2.05002 0.25425 0.003
C 1.59658 -1.00120 0.42650 -0.392
O 1.99199 0.25989 0.48180 -0.393
C 0.20175 -1.33449 0.56552 -0.155
N -0.69472 -0.30938 0.76366 -0.065
C -1.96689 -0.60052 0.94347 -0.141
C -2.46932 -1.90693 0.95410 -0.033
C -1.60204 -2.93898 0.73571 0.022
C -0.23117 -2.68229 0.51045 -0.091
H -2.15630 -2.13767 -6.94174 0.094
H -0.82774 -3.25434 -6.55984 0.099
H -0.93344 -1.67533 -5.73701 0.091
H -3.72564 -4.29268 -3.44005 0.123
H -2.84209 -5.43057 -1.40701 0.117
H 1.11508 -4.23536 -2.47484 0.115
H 0.26953 -3.19390 -4.51436 0.104
H 2.77020 -4.17932 0.08672 0.123
H 3.53039 -1.81755 0.17350 0.120
H -2.64300 0.23509 1.09895 0.110
H -3.52080 -2.07907 1.13225 0.113
H -1.95686 -3.96036 0.74964 0.117
N 1.22796 2.26970 2.77848 0.002
C 1.14271 3.62189 3.25078 -0.242
C 1.13474 3.92817 4.58143 -0.004
C 1.04192 5.26439 5.02489 -0.046
C 0.98295 6.28545 4.12506 -0.017
C 0.97951 6.00439 2.73845 -0.141
C 0.91227 7.02249 1.76170 0.018
C 0.88667 6.69331 0.43845 -0.031
C 0.90382 5.33352 0.09049 -0.130
N 0.96642 4.34809 0.96064 -0.021
C 1.03140 4.66617 2.29177 -0.171
H 1.03505 1.61879 3.53193 0.105
H 2.16973 2.04495 2.45604 0.097
H 1.21712 3.13116 5.31082 0.123
H 1.03855 5.46892 6.08646 0.117
H 0.93453 7.31584 4.45213 0.123
H 0.88145 8.05733 2.07939 0.130
H 0.84103 7.44488 -0.33612 0.116
H 0.86016 5.05809 -0.95945 0.113
```

Summary:
- electronic energy (eV) = -38626.67793
- charge = +1
- strongest force on any atom (Eh/bohr) = 0.0172